Entry from the Open Molecules 2025 dataset: a molecular structure, C29H29BF4N4PRuSTe4 (ωB97M-V/def2-TZVPD).

Geometry as XYZ:
```
74
Properties=species:S:1:pos:R:3:forces:R:3:lowdin_spin:R:1
Ru 0.399418 0.511407 -1.652740 -0.084 0.024 1.049 0.0045
Te -1.526132 0.362155 0.027042 -0.281 -0.067 -0.044 0.0682
Te -0.580715 0.080351 2.573172 0.017 0.039 -0.091 0.2828
Te -3.427366 0.811373 5.826523 0.026 -0.042 0.229 0.2782
Te -3.106580 0.633315 3.241735 -0.077 0.142 -0.005 0.3345
C 5.435645 -0.664026 -1.071025 0.022 0.012 -0.006 0.0000
C 5.140826 0.091467 0.199387 -0.012 -0.062 0.026 0.0000
C 6.217907 0.465312 0.998202 0.003 -0.033 0.016 0.0000
C 6.046384 1.125286 2.206764 0.000 0.001 0.011 0.0000
C 4.770691 1.410720 2.657181 0.004 -0.026 0.008 0.0000
C 3.686465 1.051699 1.872498 0.019 -0.052 -0.005 0.0005
C 3.847296 0.415316 0.641817 -0.348 0.396 0.471 0.0000
P 2.289579 0.061640 -0.275787 0.571 -0.446 -1.426 0.0000
C 2.833160 0.418820 -2.021650 -0.181 -0.046 -0.483 0.0001
C 2.686763 -0.584346 -2.995891 0.011 -0.022 0.008 -0.0001
C 2.802036 -0.335626 -4.356813 0.099 -0.033 0.006 0.0002
C 3.063966 0.950034 -4.791244 -0.018 0.012 0.010 0.0000
C 3.250767 1.951371 -3.852368 0.099 -0.018 -0.012 0.0002
C 3.170658 1.714695 -2.483786 0.259 -0.016 0.154 0.0000
C 3.603579 2.827827 -1.571001 -0.236 0.061 0.004 0.0000
C 2.215884 -1.758151 -0.098483 0.024 -0.030 0.162 0.0004
C 3.025476 -2.487612 0.776203 0.021 0.003 -0.016 0.0002
C 2.818727 -3.843686 0.962454 -0.007 -0.009 -0.012 0.0000
C 1.792683 -4.479279 0.268915 0.020 0.000 0.005 0.0000
C 0.985828 -3.754995 -0.589895 -0.015 0.001 -0.017 0.0000
C 1.168618 -2.381262 -0.785374 -0.029 0.017 0.048 -0.0001
C 0.288295 -1.583605 -1.702004 0.028 -0.039 -0.153 0.0024
H 6.385489 -1.192642 -0.967962 0.012 0.021 -0.009 0.0000
H 5.511400 0.009054 -1.928218 -0.030 -0.009 -0.008 0.0000
H 4.663742 -1.394699 -1.301501 0.012 -0.018 0.017 0.0000
H 7.220086 0.221540 0.659787 -0.001 0.003 -0.002 0.0000
H 6.912542 1.416944 2.789289 -0.001 -0.005 0.002 0.0000
H 4.605079 1.940482 3.585315 -0.001 0.022 -0.011 0.0000
H 2.690655 1.313058 2.205984 -0.002 0.019 -0.003 0.0013
H 2.563718 -1.607540 -2.671941 -0.130 0.025 0.010 0.0000
H 2.672425 -1.146477 -5.063319 -0.033 0.011 -0.005 0.0000
H 3.111967 1.173374 -5.849122 0.025 -0.002 -0.005 0.0000
H 3.481696 2.961243 -4.175675 0.010 -0.005 -0.007 0.0000
H 3.027469 3.734112 -1.765037 -0.006 -0.008 -0.001 0.0000
H 4.659265 3.047152 -1.755290 0.000 0.008 0.010 0.0000
H 3.489170 2.603688 -0.519845 -0.020 0.004 0.008 0.0000
H 3.810848 -1.985681 1.328524 0.009 -0.005 -0.012 0.0000
H 3.443119 -4.398941 1.652278 0.002 -0.001 0.000 0.0000
H 1.618522 -5.540392 0.410197 -0.007 0.001 0.009 0.0000
H 0.175582 -4.244986 -1.119666 0.000 -0.002 0.005 0.0000
H -0.746090 -1.921199 -1.583626 0.009 -0.027 0.115 0.0014
H 0.539887 -1.878372 -2.732401 -0.073 -0.022 -0.009 0.0000
F 2.003428 3.224470 0.915933 0.171 0.276 0.243 0.0006
B 2.631142 4.192862 1.792800 0.001 -0.068 -0.093 0.0003
F 2.053237 5.440974 1.566057 -0.018 0.023 0.007 0.0000
F 2.398419 3.770258 3.113982 0.005 -0.007 0.025 0.0005
F 3.999723 4.224286 1.518145 0.016 -0.010 -0.005 0.0000
S -1.469992 0.408202 -3.144673 0.042 -0.107 -0.305 0.0013
C -0.828286 0.243295 -4.779498 0.106 0.028 -0.001 0.0001
C -0.153858 1.303070 -5.395373 -0.037 0.002 -0.008 0.0000
C 0.337390 1.183379 -6.686179 -0.016 0.022 -0.011 0.0000
C 0.181867 -0.000873 -7.396832 -0.001 -0.009 0.003 0.0000
C -0.479564 -1.064442 -6.794861 0.001 0.003 -0.012 0.0000
C -0.980108 -0.942505 -5.506104 -0.007 0.008 0.015 0.0000
H -0.021917 2.219994 -4.832904 0.021 -0.005 0.002 0.0000
H 0.854174 2.022219 -7.140412 0.004 0.000 0.004 0.0000
H 0.574631 -0.095185 -8.402704 -0.006 0.002 -0.003 0.0000
H -0.606182 -1.997919 -7.333073 0.000 -0.001 0.001 0.0000
H -1.495115 -1.770738 -5.034645 0.015 -0.005 0.006 0.0000
N -2.736826 4.385105 1.300638 0.006 0.167 0.011 0.0053
C -1.529879 4.079281 0.748699 0.009 0.242 -0.069 0.0028
N -0.551780 3.692069 1.552596 -0.148 -0.318 -0.127 0.0015
N -1.404973 4.286101 -0.560047 -0.140 -0.349 0.093 0.0004
C -0.527820 3.507403 -1.155955 -0.049 0.225 -0.111 0.0017
N 0.158050 2.765521 -1.723145 0.309 0.000 0.141 0.0009
H -2.943513 4.013588 2.212765 -0.006 -0.004 -0.003 0.0063
H -3.492763 4.402627 0.638564 -0.016 -0.069 0.017 0.0000
H -0.750738 3.329019 2.470751 -0.014 0.067 0.010 0.0029
H 0.345117 3.418662 1.145106 0.041 0.112 0.128 0.0007
```
Forces are in eV/Å.

Output
maximum force	1.6	eV Å⁻¹
multiplicity	2
energy above the lowest of the compared OMol25 structures with the same formula, charge and spin	169.7	kJ/mol
lowest unoccupied orbital energy (alpha / beta)	3.54 / 2.21	eV
HOMO-LUMO gap (alpha / beta)	0.1982 / 0.1361	hartree
net charge	-2
E	-3672.73262	Ha
HOMO level (alpha / beta)	-1.858 / -1.496	eV

Entry from the Open Molecules 2025 dataset: a molecular structure, C29H29BMgN10O8S (ωB97M-V/def2-TZVPD).

Geometry as XYZ:
```
79
Properties=species:S:1:pos:R:3:forces:R:3:lowdin_spin:R:1
Mg -0.190216 -0.285612 1.373008 -0.264 -0.438 0.264 -0.0001
C 2.925224 -2.410323 2.317705 -0.029 0.004 -0.020 0.0000
C 2.974092 -1.135286 1.542007 0.009 0.017 -0.040 0.0000
C 3.997495 -0.655165 0.712514 0.025 -0.005 0.021 0.0000
C 3.555515 0.574417 0.283070 -0.080 -0.047 -0.014 0.0000
N 2.348546 0.804023 0.831225 0.302 0.167 -0.055 0.0000
N 1.983958 -0.249645 1.595409 -0.243 -0.118 -0.025 0.0000
B 1.516183 2.116626 0.730459 0.036 0.087 0.128 0.0000
N 0.374904 1.997560 -0.308793 -0.112 0.295 -0.179 0.0000
C 0.176033 2.583478 -1.504282 -0.032 -0.083 -0.024 0.0002
C -1.118291 2.331580 -1.903682 0.009 -0.014 0.039 0.0002
C -1.671443 1.564201 -0.868929 0.025 0.013 -0.072 0.0003
C -3.073502 1.074055 -0.712799 0.016 -0.007 0.008 0.0032
N -0.764198 1.357318 0.074836 0.112 -0.161 0.149 0.0002
N 0.855081 2.403981 2.109614 -0.022 0.020 0.034 0.0000
C 0.732358 3.599206 2.720201 -0.048 -0.049 0.010 0.0000
C -0.123512 3.452741 3.785407 -0.028 -0.021 0.011 0.0000
C -0.518743 2.101204 3.752335 0.067 0.014 -0.011 0.0000
C -1.454982 1.380564 4.664409 0.000 -0.008 0.000 0.0000
N 0.074484 1.485560 2.739885 0.065 -0.063 -0.229 0.0000
N 2.518704 3.245906 0.453072 0.001 -0.071 0.055 0.0000
C 3.535371 3.552807 1.292509 -0.038 -0.019 -0.036 0.0000
C 4.261635 4.567454 0.723166 0.031 0.040 -0.019 0.0000
C 3.609200 4.824024 -0.501065 0.009 -0.025 0.044 0.0000
C 3.960489 5.829538 -1.550604 -0.007 -0.004 -0.002 0.0000
N 2.567788 4.023269 -0.651644 -0.027 0.029 -0.031 0.0000
H 3.006073 -3.273188 1.655857 0.004 0.002 0.013 0.0000
H 1.988924 -2.481318 2.870221 0.019 -0.021 0.005 0.0000
H 3.748418 -2.459305 3.032019 0.003 0.026 0.004 0.0000
H 4.925613 -1.139763 0.463847 -0.001 -0.010 -0.004 0.0000
H 4.017599 1.299234 -0.365550 0.005 0.020 0.006 0.0000
H 0.958584 3.158332 -1.963020 -0.007 0.003 0.012 0.0000
H -1.600518 2.666806 -2.805891 -0.007 -0.003 -0.004 0.0000
H -3.424403 0.577334 -1.617972 -0.014 0.009 0.001 0.0011
H -3.744721 1.912287 -0.519253 0.004 0.006 -0.001 -0.0001
H -3.149265 0.387001 0.130514 -0.013 0.006 0.005 0.0010
H 1.258152 4.464408 2.354015 0.003 0.007 0.006 0.0000
H -0.425555 4.206454 4.492405 0.001 0.005 -0.002 0.0000
H -1.124655 1.459243 5.701310 0.015 -0.002 0.000 0.0000
H -1.526217 0.332566 4.382834 -0.022 0.012 0.015 0.0000
H -2.455896 1.811258 4.602709 0.001 0.011 0.004 0.0000
H 3.662153 3.024160 2.223180 0.002 -0.003 0.005 0.0000
H 5.134308 5.054964 1.124065 0.000 0.001 -0.004 0.0000
H 4.836096 6.404759 -1.252301 0.002 0.001 0.000 0.0000
H 3.135250 6.522550 -1.716906 0.004 0.003 -0.004 0.0000
H 4.179521 5.340820 -2.500404 0.002 0.004 -0.004 0.0000
O 0.499404 -6.511192 1.418981 0.003 -0.058 0.020 -0.0001
C 0.250278 -5.180315 1.350586 -0.008 0.068 -0.014 -0.0001
C -0.547604 -4.530874 2.292431 -0.017 0.014 0.009 0.0002
C -0.736067 -3.171427 2.141613 0.004 -0.023 -0.036 0.0000
N -0.166750 -2.498442 1.155207 -0.030 0.164 0.073 0.0012
C 0.550207 -3.115226 0.225453 -0.053 0.040 -0.066 0.0009
C 0.793687 -4.471393 0.279496 -0.017 -0.053 0.054 0.0003
C 0.938159 -2.182715 -0.931591 0.096 -0.143 0.130 0.0000
O 1.645732 -2.634301 -1.820441 0.064 -0.007 -0.118 -0.0001
O 0.398455 -1.033623 -0.825725 -0.159 0.146 0.020 -0.0013
C -1.666015 -2.295477 2.984958 0.047 -0.070 0.011 0.0000
O -2.272147 -2.811202 3.913012 -0.050 -0.019 0.055 0.0000
O -1.718510 -1.089322 2.567276 0.108 0.322 -0.010 0.0004
H 0.060072 -6.878683 2.194410 0.012 0.023 -0.032 0.0000
H -1.032797 -5.049300 3.110553 0.004 -0.016 -0.004 0.0000
H 1.372271 -4.956817 -0.493423 0.000 -0.006 -0.001 0.0000
N -2.358571 -2.086933 -0.901052 0.012 0.101 0.070 0.2573
C -2.714313 -2.014493 -2.176377 0.004 0.008 0.109 0.1293
C -3.967721 -2.558034 -2.591734 -0.045 -0.009 0.004 0.1077
C -4.363760 -2.421972 -3.884821 -0.031 -0.040 0.044 0.0350
C -3.532214 -1.756622 -4.808650 -0.137 0.073 -0.260 0.2428
C -2.282571 -1.245869 -4.414143 0.150 0.026 0.101 0.0134
C -1.859670 -1.367446 -3.123147 0.036 0.016 -0.047 0.1111
S -4.116457 -1.491996 -6.488156 0.084 -0.176 0.038 -0.0081
O -2.919418 -1.617946 -7.293064 -0.041 0.015 0.023 0.0183
O -5.114013 -2.527231 -6.675245 0.023 0.019 0.002 0.0098
O -4.646243 -0.144609 -6.378184 -0.013 0.082 0.055 0.0641
H -2.984395 -2.479000 -0.215530 -0.012 -0.055 0.019 0.0053
H -1.496280 -1.653801 -0.558985 0.186 -0.073 -0.326 0.0048
H -4.588329 -3.059173 -1.858242 0.002 0.001 0.001 0.0029
H -5.305014 -2.812877 -4.246342 -0.005 -0.005 0.013 -0.0018
H -1.668161 -0.763949 -5.162310 0.005 0.000 -0.002 -0.0027
H -0.902889 -0.989818 -2.777514 0.002 0.009 0.006 0.0033
```
Forces are in eV/Å.

Output
maximum force	0.6	eV Å⁻¹
multiplicity	2
energy above the lowest of the compared OMol25 structures with the same formula, charge and spin	26.1	kJ/mol
lowest unoccupied orbital energy (alpha / beta)	1.98 / -0.79	eV
HOMO-LUMO gap (alpha / beta)	0.3210 / 0.2175	hartree
net charge	-1
E	-2895.52943	Ha
HOMO level (alpha / beta)	-6.760 / -6.709	eV

> Which of these has the lowest maximum force?

C29H29BMgN10O8S

> What is the formula in the first record?

C29H29BF4N4PRuSTe4

> Among the records above, which one has the lowest energy above the lowest of the compared OMol25 structures with the same formula, charge and spin?

C29H29BMgN10O8S

> Which of these has the lowest energy above the lowest of the compared OMol25 structures with the same formula, charge and spin?

C29H29BMgN10O8S